# C3H4NOP

A molecular structure, C3H4NOP at a distorted geometry (ωB97M-V/def2-TZVPD, the Open Molecules 2025 dataset).

Cartesian coordinates (Å):
1 C 2.556 0.146 0.164
2 C 0.117 -0.766 0.010
3 C -0.620 0.497 0.423
4 N 3.065 0.784 0.972
5 O -0.212 -1.887 0.213
6 P 1.600 -0.484 -1.174
7 H -1.570 0.249 0.887
8 H -0.740 1.328 -0.254
9 H -0.200 1.040 1.325
10 H 2.267 -2.174 -0.813

The value obtained for the LUMO energy is -0.28 eV. The calculation puts the HOMO-LUMO gap at 9.469 eV. The calculation puts the energy relative to the best compared isomer or geometry (same formula, charge and spin) at 1.405 eV. The value obtained for the total energy is -587.97477 a.u. Its total charge is 0.

***

# C4H7N2

2 unconnected molecules or ions with the total composition C4H7N2 at a distorted geometry (ωB97M-V/def2-TZVPD, the Open Molecules 2025 dataset).

Cartesian coordinates (Å):
1 C 0.934 0.975 -0.535
2 C -2.280 0.077 0.160
3 C -1.740 1.216 -0.231
4 C 2.408 -0.998 0.332
5 N -2.723 -0.941 0.554
6 N 1.571 0.040 -0.159
7 H 0.554 1.842 -0.983
8 H -1.321 0.977 -1.271
9 H -1.969 2.252 0.068
10 H 1.699 -1.871 0.118
11 H 2.491 -0.820 1.359
12 H 3.325 -0.867 -0.186
13 H -2.948 -1.882 0.774

The value obtained for the LUMO energy is -4.24 eV. The calculation puts the HOMO-LUMO gap at 8.043 eV. The calculation puts the energy relative to the best compared isomer or geometry (same formula, charge and spin) at 5.323 eV. The value obtained for the total energy is -265.71287 a.u. Its total charge is +1.

***

# C6H6F2

A single C6H6F2 molecule at a distorted geometry (ωB97M-V/def2-TZVPD, the Open Molecules 2025 dataset).

Cartesian coordinates (Å):
1 C 1.690 -2.106 -0.816
2 C 0.762 -1.411 -0.465
3 C -0.357 -0.472 -0.174
4 C -0.202 0.061 1.221
5 C -0.114 1.271 1.619
6 F -0.069 2.352 0.886
7 C -0.556 0.597 -1.248
8 F -1.661 1.360 -0.921
9 H 2.439 -2.794 -1.030
10 H -1.365 -0.993 -0.176
11 H -0.132 -0.662 2.013
12 H 0.003 1.495 2.678
13 H -0.760 0.074 -2.168
14 H 0.324 1.229 -1.418

The value obtained for the LUMO energy is 0.94 eV. As for the SMILES: C#C[C@@H](/C=C\F)CF. The calculation puts the HOMO-LUMO gap at 10.838 eV. The calculation puts the energy relative to the best compared isomer or geometry (same formula, charge and spin) at 2.355 eV. The value obtained for the total energy is -431.84538 a.u. Its total charge is 0.

***

# C3H7NO2

2 unconnected molecules or ions with the total composition C3H7NO2 (ωB97M-V/def2-TZVPD, the Open Molecules 2025 dataset).

Cartesian coordinates (Å):
1 C -1.989 0.117 0.299
2 C -1.180 -0.828 0.794
3 O -1.157 -2.117 0.392
4 C 1.505 0.515 0.002
5 O 0.720 0.974 -0.986
6 N 2.768 0.761 -0.350
7 H -1.997 1.114 0.728
8 H -2.731 -0.116 -0.465
9 H -0.193 0.757 -0.725
10 H -0.418 -0.631 1.543
11 H -1.850 -2.241 -0.273
12 H 3.511 0.482 0.269
13 H 3.012 1.212 -1.228

The value obtained for the LUMO energy is 0.96 eV. The calculation puts the HOMO-LUMO gap at 9.600 eV. The calculation puts the energy relative to the best compared isomer or geometry (same formula, charge and spin) at 3.011 eV. The value obtained for the total energy is -323.67030 a.u. Its total charge is 0.

***

# C5H12N2O

A gas-phase ion, C5H12N2O (charge +2) at a distorted geometry (ωB97M-V/def2-TZVPD, the Open Molecules 2025 dataset).

Cartesian coordinates (Å):
1 C -3.730 -0.201 0.385
2 N -2.672 -0.347 -0.304
3 C -1.429 0.490 -0.262
4 C -0.218 -0.372 0.115
5 C 1.080 0.432 0.308
6 N 1.670 0.940 -1.006
7 C 2.177 -0.504 0.882
8 O 3.140 -0.692 0.213
9 H -4.559 -0.891 0.280
10 H -3.743 0.676 1.025
11 H -2.624 -1.026 -1.070
12 H -1.653 1.255 0.480
13 H -1.378 0.903 -1.270
14 H -0.486 -0.822 1.073
15 H -0.009 -1.171 -0.599
16 H 0.965 1.205 1.071
17 H 1.173 1.758 -1.347
18 H 2.646 1.098 -0.713
19 H 1.698 0.222 -1.729
20 H 1.994 -0.857 1.905

The value obtained for the LUMO energy is -8.46 eV. As for the SMILES: C=[NH+]CC[C@H]([NH3+])C=O. The calculation puts the HOMO-LUMO gap at 9.844 eV. The calculation puts the energy relative to the best compared isomer or geometry (same formula, charge and spin) at 0.237 eV. The value obtained for the total energy is -381.79877 a.u. Its total charge is +2.

***

# C20H23O17Pd

A molecular structure, C20H23O17Pd at a distorted geometry (ωB97M-V/def2-TZVPD, the Open Molecules 2025 dataset).

Cartesian coordinates (Å):
1 Pd -0.294 0.663 0.352
2 C -1.752 2.266 4.074
3 C -2.504 2.039 2.790
4 O -1.637 1.618 1.731
5 H -1.142 1.400 4.332
6 H -2.417 2.338 4.935
7 H -0.947 3.000 4.074
8 H -2.944 3.013 2.575
9 H -3.361 1.367 2.843
10 C 3.712 1.715 -1.270
11 C 2.367 1.233 -0.900
12 C 1.876 -0.120 -1.560
13 O 0.782 -0.537 -1.238
14 C 2.786 -0.762 -2.495
15 C 4.061 -0.284 -2.657
16 C 4.577 0.986 -2.055
17 O 5.813 1.423 -2.128
18 O 4.802 -1.028 -3.416
19 O 1.591 1.776 -0.100
20 H 4.157 2.532 -0.721
21 H 2.396 -1.539 -3.136
22 C -0.093 -4.675 2.064
23 C -0.385 -4.183 3.461
24 O -0.772 -2.818 3.202
25 C -0.492 -2.425 1.957
26 O -0.617 -1.314 1.566
27 O -0.033 -3.464 1.257
28 H -0.906 -5.312 1.717
29 H 0.870 -5.184 2.026
30 H 0.607 -4.310 3.896
31 H -1.089 -4.825 3.991
32 C -2.465 4.303 -3.782
33 C -3.368 3.059 -4.095
34 O -2.864 2.080 -3.214
35 C -1.766 2.492 -2.526
36 O -1.042 1.761 -1.817
37 O -1.467 3.758 -2.884
38 H -3.002 5.109 -3.282
39 H -1.956 4.740 -4.641
40 H -3.091 2.717 -5.092
41 H -4.434 3.256 -3.983
42 C -3.640 -2.965 -2.329
43 C -4.610 -2.478 -1.313
44 O -3.800 -1.779 -0.390
45 C -2.692 -1.383 -1.045
46 O -1.917 -0.477 -0.655
47 O -2.568 -2.085 -2.152
48 H -4.081 -2.998 -3.326
49 H -3.250 -3.937 -2.027
50 H -5.168 -3.345 -0.959
51 H -5.275 -1.771 -1.809
52 C 4.832 1.309 2.178
53 C 5.087 -0.126 1.806
54 O 3.771 -0.582 1.508
55 C 2.902 0.241 2.205
56 O 1.714 0.212 2.175
57 O 3.610 1.244 2.774
58 H 4.771 1.909 1.270
59 H 5.539 1.858 2.800
60 H 5.621 -0.662 2.591
61 H 5.598 -0.049 0.847

The value obtained for the LUMO energy (spin up / spin down) is 1.88 / 1.88 eV. As for the expectation value of S²: 2.00. The calculation puts the HOMO-LUMO gap (spin up / spin down) at 5.093 / 5.082 eV. The calculation puts the energy relative to the best compared isomer or geometry (same formula, charge and spin) at 1.338 eV. The spin multiplicity is 3. The value obtained for the total energy is -2182.72765 a.u. Its total charge is -1.

***

Copy entry 2 word for word.
# C4H7N2

2 unconnected molecules or ions with the total composition C4H7N2 at a distorted geometry (ωB97M-V/def2-TZVPD, the Open Molecules 2025 dataset).

Cartesian coordinates (Å):
1 C 0.934 0.975 -0.535
2 C -2.280 0.077 0.160
3 C -1.740 1.216 -0.231
4 C 2.408 -0.998 0.332
5 N -2.723 -0.941 0.554
6 N 1.571 0.040 -0.159
7 H 0.554 1.842 -0.983
8 H -1.321 0.977 -1.271
9 H -1.969 2.252 0.068
10 H 1.699 -1.871 0.118
11 H 2.491 -0.820 1.359
12 H 3.325 -0.867 -0.186
13 H -2.948 -1.882 0.774

The value obtained for the LUMO energy is -4.24 eV. The calculation puts the HOMO-LUMO gap at 8.043 eV. The calculation puts the energy relative to the best compared isomer or geometry (same formula, charge and spin) at 5.323 eV. The value obtained for the total energy is -265.71287 a.u. Its total charge is +1.